# C24H25ClN4O3

A single C24H25ClN4O3 molecule (ωB97M-V with the def2-TZVPD basis set, the Open Molecules 2025 dataset).

Geometry as XYZ:
```
57
Properties=species:S:1:pos:R:3:forces:R:3
C -5.220 -1.881 1.152 -0.142 0.159 0.144
C -5.360 -0.543 0.461 -0.027 -0.312 -0.015
O -6.076 0.338 0.894 -0.220 0.158 0.274
N -4.671 -0.382 -0.701 0.030 0.142 -0.224
C -3.664 -1.273 -1.216 0.248 -0.031 0.091
C -2.273 -0.776 -0.782 0.074 -0.398 -0.007
N -2.255 0.672 -0.800 -0.274 0.022 -0.268
C -1.549 1.478 0.022 0.125 -0.300 0.114
O -1.648 2.690 -0.031 0.005 0.432 0.180
C -0.611 0.793 1.030 -0.104 0.189 0.422
C 0.204 1.854 1.805 -0.217 -0.011 -0.218
C 1.293 2.422 0.954 -0.158 0.217 0.044
C 1.229 3.536 0.170 -0.161 -0.132 0.206
N 2.391 3.686 -0.534 0.062 0.339 -0.224
C 3.237 2.662 -0.226 0.137 -0.506 0.267
C 4.508 2.361 -0.698 0.074 0.040 -0.073
C 5.122 1.228 -0.209 0.080 0.090 -0.106
C 4.498 0.417 0.743 0.031 -0.169 0.149
C 3.241 0.711 1.220 0.054 0.056 -0.004
C 2.582 1.839 0.724 0.287 0.378 -0.244
N 0.297 -0.122 0.380 -0.054 0.180 0.034
C 0.436 -1.416 0.730 -0.070 0.211 -0.203
O -0.371 -2.007 1.426 -0.003 -0.204 0.268
C 1.685 -2.075 0.232 0.137 -0.233 -0.071
C 2.283 -2.983 1.104 -0.069 0.064 -0.032
C 3.474 -3.605 0.789 0.017 -0.003 0.047
C 4.088 -3.337 -0.423 -0.041 0.041 -0.042
C 3.497 -2.463 -1.318 0.032 -0.003 -0.026
C 2.305 -1.837 -0.992 0.017 -0.163 0.145
Cl 1.604 -0.795 -2.190 0.065 0.071 -0.307
C -3.190 1.269 -1.733 -0.072 0.204 -0.116
C -4.629 0.935 -1.313 -0.123 0.275 0.031
H -4.189 -2.064 1.445 0.112 -0.101 -0.004
H -5.559 -2.688 0.506 0.040 -0.099 -0.044
H -5.842 -1.862 2.044 0.012 0.029 -0.027
H -3.747 -1.281 -2.308 0.009 -0.095 0.088
H -3.817 -2.290 -0.861 0.023 0.036 -0.074
H -2.065 -1.140 0.225 0.007 -0.018 -0.100
H -1.508 -1.177 -1.459 -0.031 -0.055 0.091
H -1.221 0.215 1.735 0.087 0.052 -0.152
H 0.634 1.382 2.690 -0.067 -0.019 0.032
H -0.476 2.647 2.113 0.032 -0.080 0.109
H 0.415 4.225 0.061 -0.149 0.111 -0.060
H 2.589 4.433 -1.178 -0.032 -0.091 0.071
H 4.996 2.993 -1.426 0.075 0.039 -0.078
H 6.108 0.962 -0.560 0.085 0.000 -0.042
H 5.015 -0.459 1.108 0.036 -0.081 0.040
H 2.773 0.080 1.961 -0.039 -0.067 0.067
H 1.047 0.329 -0.126 -0.051 -0.167 0.043
H 1.783 -3.181 2.040 -0.051 -0.013 0.066
H 3.923 -4.296 1.486 0.035 -0.058 0.068
H 5.022 -3.812 -0.680 0.081 -0.046 -0.035
H 3.958 -2.262 -2.273 0.004 0.036 -0.082
H -3.032 2.347 -1.719 -0.055 -0.176 -0.107
H -2.975 0.890 -2.737 0.001 0.050 0.026
H -5.293 0.967 -2.185 0.029 0.081 0.043
H -4.998 1.646 -0.570 0.068 -0.072 -0.173
```
Forces are in eV/Å.

Computed properties:
Energy relative to the best compared isomer or geometry (same formula, charge and spin) = 0.0 kcal per mole
SMILES = CC(=O)N1CCN(C(=O)[C@H](Cc2c[nH]c3ccccc23)NC(=O)c2ccccc2Cl)CC1
Total energy = -49921.35630 eV
LUMO level = 0.53 eV

---

# C19H25Cl3F3LiN2O11PS3

A molecular structure, C19H25Cl3F3LiN2O11PS3 in a non-equilibrium geometry (ωB97M-V with the def2-TZVPD basis set, the Open Molecules 2025 dataset).

Geometry as XYZ:
```
68
Properties=species:S:1:pos:R:3:forces:R:3
C 7.123 -0.320 2.835 -0.088 -0.324 -1.248
P 5.407 0.353 2.960 0.091 1.012 1.755
O 4.366 -0.955 2.915 0.940 0.237 -0.753
C 5.215 1.352 1.410 0.344 -1.284 0.034
C 4.714 2.593 1.309 0.655 -0.923 -0.643
C 4.150 3.557 2.316 -0.567 -0.131 -0.200
C 3.402 2.908 3.511 -0.093 0.734 -0.299
C 2.338 1.953 2.986 -0.660 -0.475 0.360
S 1.441 1.132 4.374 -0.127 -0.245 -0.423
C 0.417 -0.031 3.516 0.489 0.219 0.139
S -0.074 -1.417 4.140 -0.138 0.048 0.117
N 0.039 0.347 2.167 0.202 -0.288 1.208
C 0.718 0.007 1.051 0.690 0.269 -1.032
C 0.054 0.580 -0.013 1.183 0.253 2.124
N -1.027 1.223 0.526 -1.133 2.343 -2.038
C -1.033 1.088 1.822 0.817 -0.498 0.425
C 4.823 2.891 -0.191 -0.571 1.391 1.336
O 4.805 4.001 -0.636 -0.326 -0.577 -0.663
O 4.990 1.738 -0.890 0.926 0.378 -0.078
C 5.592 0.853 0.033 -0.611 -0.315 0.137
O 6.225 -0.087 -0.322 -0.433 0.448 0.228
H 7.201 -1.300 3.317 -0.076 0.302 0.242
H 7.429 -0.472 1.793 -0.099 -0.043 0.177
H 7.842 0.380 3.269 -0.311 -0.077 0.229
H 4.899 -1.763 2.900 -0.343 -0.175 -0.256
H 3.406 4.164 1.780 0.263 -0.002 -0.037
H 4.894 4.276 2.673 0.106 -0.257 -0.112
H 4.087 2.459 4.229 -0.110 -0.229 -0.196
H 2.909 3.744 4.025 0.027 -0.208 0.006
H 1.573 2.474 2.397 0.322 0.117 -0.024
H 2.737 1.140 2.378 0.148 0.240 0.094
H 1.623 -0.583 1.064 -0.181 -0.072 0.166
H 0.376 0.511 -1.036 -0.402 0.466 -0.114
H -1.727 1.467 2.552 -0.049 -0.007 -0.164
O 2.253 2.939 -2.279 -0.257 0.128 0.068
H 1.789 3.413 -2.977 0.081 -0.071 -0.076
H 3.159 3.266 -2.338 0.082 0.005 0.075
C -6.330 1.698 3.667 -0.243 0.358 -0.347
C -5.578 0.923 2.605 -0.215 -0.550 0.150
O -4.235 1.430 2.677 -0.059 0.459 0.166
S -3.902 1.836 4.198 -0.895 -0.188 0.023
O -3.190 0.769 4.800 0.292 0.153 0.097
O -3.409 3.167 4.198 0.378 -0.050 -0.137
O -5.401 1.829 4.753 0.392 -0.276 -0.165
H -6.591 2.700 3.319 -0.013 -0.021 0.001
H -7.228 1.185 3.997 0.128 -0.034 0.232
H -5.991 1.068 1.611 0.229 0.140 -0.055
H -5.551 -0.144 2.835 -0.028 0.013 -0.012
C -1.198 -3.195 -1.505 -0.244 -0.148 0.074
Cl -2.931 -3.498 -1.427 0.179 -0.030 0.139
Cl -0.791 -1.657 -0.701 -0.490 -1.584 -0.630
Cl -0.293 -4.524 -0.781 0.022 0.075 -0.031
H -0.914 -3.118 -2.548 -0.016 0.025 0.023
Li -0.982 3.279 0.049 -0.124 -0.831 0.030
C -3.427 -5.525 -7.658 -0.163 -0.045 0.326
C -3.245 -4.030 -7.811 0.303 -0.435 -0.484
O -4.136 -3.305 -6.939 -0.159 0.269 0.186
C -3.759 -3.202 -5.675 0.403 -0.315 -0.641
O -2.754 -3.652 -5.203 -0.097 0.205 0.358
C -4.782 -2.373 -4.889 -0.773 0.400 0.487
F -6.041 -2.744 -5.149 0.157 -0.165 -0.140
F -4.687 -1.068 -5.196 0.260 -0.101 -0.138
F -4.597 -2.488 -3.575 0.130 -0.038 -0.236
H -4.470 -5.800 -7.816 0.027 0.022 -0.135
H -2.806 -6.060 -8.376 -0.005 0.051 -0.026
H -3.156 -5.854 -6.655 0.108 0.022 -0.035
H -3.501 -3.727 -8.824 -0.206 0.179 0.128
H -2.213 -3.728 -7.634 -0.071 0.049 0.228
```
Forces are in eV/Å.

Computed properties:
Total charge = +1
Energy relative to the best compared isomer or geometry (same formula, charge and spin) = 0.0 kcal per mole
Total energy = -133323.75009 eV
LUMO level = -3.96 eV

---

# C5H5Cl

A molecular structure, C5H5Cl in a non-equilibrium geometry (ωB97M-V with the def2-TZVPD basis set, the Open Molecules 2025 dataset).

Geometry as XYZ:
```
11
Properties=species:S:1:pos:R:3:forces:R:3
C 0.032 -0.253 -0.196 -0.078 0.349 -0.147
C -1.077 0.348 0.289 -2.995 -1.319 -0.600
C -0.718 1.638 0.933 1.226 2.366 2.288
C 0.723 1.972 0.242 0.188 -0.805 3.654
C 1.164 0.711 -0.269 1.479 2.714 -0.291
H -2.182 -0.136 0.057 3.078 1.369 1.304
H -1.448 2.707 1.083 1.958 -3.807 -0.614
H -0.341 1.183 2.247 -1.200 1.740 -3.917
H 1.306 3.027 0.888 -1.414 -3.731 -2.864
H 2.236 0.598 -0.787 -2.743 -0.176 1.441
Cl -0.019 -1.993 -0.558 0.501 1.299 -0.254
```
Forces are in eV/Å.

Computed properties:
Energy relative to the best compared isomer or geometry (same formula, charge and spin) = 99.3 kcal per mole
Total energy = -17783.25377 eV
LUMO level = 0.08 eV

---

# C13H17N4O8Yb

A molecular structure, C13H17N4O8Yb in a non-equilibrium geometry (ωB97M-V with the def2-TZVPD basis set, the Open Molecules 2025 dataset).

Geometry as XYZ:
```
43
Properties=species:S:1:pos:R:3:forces:R:3
Yb 0.108 -0.309 -0.674 2.427 2.816 -3.404
N 2.646 -0.275 -1.284 -0.083 0.206 0.383
C 3.354 1.024 -1.371 -0.045 0.124 0.109
C 2.508 2.119 -0.715 0.008 0.018 -0.242
C 1.774 3.051 -1.693 -0.077 -0.226 0.020
C 1.079 2.377 -2.872 0.142 0.035 0.163
N 0.051 1.410 -2.443 0.001 0.316 -0.101
H 2.822 -0.655 -0.355 0.147 -0.083 -0.028
H 3.055 -0.940 -1.928 -0.172 -0.122 -0.092
H 3.524 1.249 -2.423 0.044 -0.030 -0.013
H 4.335 0.968 -0.895 0.001 -0.031 -0.023
H 3.133 2.743 -0.075 -0.032 -0.040 0.075
H 1.789 1.634 -0.049 0.070 0.188 0.146
H 2.485 3.769 -2.106 -0.011 0.037 0.008
H 1.035 3.620 -1.121 0.027 0.086 -0.053
H 1.808 1.841 -3.482 -0.024 -0.019 -0.039
H 0.644 3.158 -3.500 0.000 -0.039 -0.054
H -0.388 1.011 -3.267 -0.094 -0.089 0.028
H -0.702 1.919 -1.981 -0.070 -0.052 -0.025
O -4.022 0.665 -0.809 0.120 -0.099 0.022
C -2.922 0.282 -0.471 -0.389 0.194 0.373
O -1.951 -0.079 -1.252 -0.299 -0.021 -0.227
C -2.562 0.126 1.013 0.410 0.137 -0.412
C -3.398 -0.430 1.937 -0.178 -0.126 0.257
C -2.902 -0.810 3.200 0.273 0.124 -0.483
C -1.555 -0.799 3.465 0.157 -0.262 0.111
C -0.691 -0.283 2.503 -0.902 0.407 -0.376
C -1.201 0.395 1.353 -0.693 -0.041 1.389
O -0.463 1.154 0.629 -0.445 1.628 0.945
N 0.701 -0.536 2.566 0.769 -0.065 0.065
O 1.355 -0.448 1.498 0.000 -0.146 0.188
O 1.223 -0.884 3.598 -0.150 0.117 -0.085
N -3.811 -1.362 4.193 -0.250 0.056 0.356
O -4.979 -1.493 3.880 0.168 -0.026 -0.012
O -3.355 -1.632 5.292 -0.020 -0.034 -0.197
H -4.436 -0.612 1.694 0.002 0.028 -0.015
H -1.169 -1.237 4.373 0.009 -0.002 0.010
C 0.252 -4.002 -1.294 -0.098 0.296 0.138
C 0.258 -2.514 -1.093 -0.054 -1.261 -0.382
O -0.268 -2.114 -0.016 -0.796 -3.953 1.552
H -0.474 -4.487 -0.639 0.002 -0.041 0.004
H 1.251 -4.371 -1.044 0.036 0.006 -0.064
H 0.059 -4.244 -2.338 0.070 -0.008 -0.014
```
Forces are in eV/Å.

Computed properties:
Energy relative to the best compared isomer or geometry (same formula, charge and spin) = 25.5 kcal per mole
2S+1 = 2
Total energy = -67623.53731 eV
⟨S²⟩ = 0.75
LUMO level (alpha / beta) = -1.16 / -1.16 eV

---

The highest total energy belongs to which entry?
C5H5Cl

---

What is the energy relative to the best compared isomer or geometry (same formula, charge and spin) in the fourth record?
25.5 kcal per mole

---

Which formula does entry 2 have?
C19H25Cl3F3LiN2O11PS3

---

The lowest total energy belongs to which entry?
C19H25Cl3F3LiN2O11PS3